DFT (ωB97M-V with the def2-TZVPD basis set) results for a structure of composition C46H42IrN5O3P2S.

* energy above the lowest of the compared OMol25 structures with the same formula, charge and spin: 0.1255 eV
* multiplicity: 1
* total charge: +2

Element x y z (Å)
C 2.5196 0.8482 0.1453
H 2.6891 -2.5636 -3.5121
C -0.0487 0.1676 -3.2993
C -0.5050 4.1009 0.4352
H -0.8248 0.9167 -3.2320
H 5.4331 -4.8463 -1.1938
C -3.2038 -0.9781 1.8718
H -2.5037 1.8973 2.3071
H -0.9941 -3.3095 -1.6712
H 3.1171 2.4004 -2.8090
C -5.0457 -0.3155 0.4932
C 5.0840 -2.7340 -1.1149
C 3.9898 -0.8386 2.8588
H 0.1956 4.1082 -2.1100
H -0.9095 5.0517 0.0874
C -3.0972 3.0256 0.5770
H 0.5388 4.0076 0.1390
C -4.4612 2.7366 2.5574
C -5.4672 3.4990 1.9805
P 2.0679 -0.7723 0.8408
C 1.8286 -0.1743 3.6149
H 1.2452 -2.4349 -1.5268
S 0.1180 -0.0351 3.2955
H -1.8829 3.5539 -5.8017
H 2.4332 -0.9074 -5.3370
H 3.4770 -5.4043 0.2091
C -5.2859 4.0328 0.7111
N -2.3716 -0.9073 0.8355
P -1.4723 2.6697 -0.1823
C 3.6584 -0.1302 5.1426
C 4.4879 -0.5930 4.1355
C 2.6647 1.0335 -1.2311
N -0.7554 -0.7260 -1.1410
C 1.9318 -1.7937 -3.4497
C 2.8737 -3.3620 0.4429
H -3.6140 2.1401 -2.1601
N -0.5554 -3.0832 0.4334
C -0.7322 3.8923 -4.0194
C 2.9981 2.2788 -1.7402
C -4.1043 3.8095 0.0176
H 0.0651 4.4117 -4.5360
C -1.6913 3.0798 -1.9486
H -0.3194 -3.7361 2.4579
C 1.7836 -0.8657 -4.4729
H -3.7244 2.4260 -4.5933
H 2.0230 -3.6060 1.0680
H -3.9700 4.2533 -0.9610
C 3.0628 3.1775 0.4832
H 4.5107 -0.6850 -0.8583
Ir -0.3021 -1.0954 0.8130
H -0.0195 -6.4905 2.4056
H -0.9330 -7.2593 1.0993
C -0.8967 -6.4060 1.7695
H -4.5033 0.0107 -1.5835
H 5.9502 -2.4885 -1.7148
H 3.4727 4.3215 -1.2846
C 2.7212 1.9367 0.9972
C 2.3080 0.0756 4.8869
C 4.2699 -1.7159 -0.6347
H 3.2251 4.0073 1.1581
C -1.0352 -5.0875 -0.3841
H -6.0918 -0.0724 0.3676
C -0.6662 3.7266 -2.6427
O -0.5956 0.4592 4.4150
C -0.5326 -3.9651 1.4269
C -4.5534 -0.6861 1.7322
C 0.8006 0.1141 -4.3915
C -3.2911 2.4922 1.8527
C -2.8479 -0.5481 -0.3695
C -2.8572 2.7815 -4.0517
C -4.1778 -0.2554 -0.5886
H 4.6606 -1.1869 2.0843
C 2.6489 -0.6243 2.5729
H -2.7706 -1.2594 2.8226
C -1.8248 3.4148 -4.7303
H 0.6845 0.8385 -5.1864
H 5.5375 -0.7606 4.3360
N -0.8097 -5.1871 0.9640
H 2.6293 1.8291 2.0682
H 2.5600 0.2058 -1.9164
H -0.5419 4.0724 1.5249
O -0.0420 0.7220 2.0049
H -4.5839 2.3411 3.5582
C 3.6909 -4.3721 -0.0347
H 1.6320 0.4194 5.6582
C 3.1561 -2.0289 0.1372
C -2.7882 2.6155 -2.6755
C 3.1990 3.3533 -0.8861
H -6.0613 4.6423 0.2654
C 1.1132 -1.7295 -2.3338
C 0.1280 -0.7532 -2.2747
H -1.2887 -5.9411 -0.9878
H -1.7972 -6.3890 2.3786
O -0.2701 -1.4408 2.8591
H 4.0546 0.0646 6.1295
H -5.1989 -0.7465 2.5966
C -0.8802 -3.7784 -0.7112
N -1.9490 -0.5278 -1.4435
H -6.3829 3.6924 2.5235
C 4.7938 -4.0573 -0.8210

DFT (ωB97M-V with the def2-TZVPD basis set) results for a structure of composition C46H45AsN3O2S2W in a non-equilibrium geometry.

* energy above the lowest of the compared OMol25 structures with the same formula, charge and spin: 0.0000 eV
* multiplicity: 3
* total charge: -1

Element x y z (Å)
C -0.3055 1.7300 4.0239
C -0.6634 -1.0606 2.6074
H -4.1962 -1.6145 -1.5057
H -0.0315 -4.1931 6.2379
H -2.6078 2.9137 -1.3696
O -0.5637 -2.5704 -1.2208
C 0.3074 0.9367 -5.1142
H 1.7610 -1.4510 1.3333
C 5.9735 -1.7210 -1.4951
H -2.2408 -2.6089 -3.8672
H 6.8943 -1.8711 -0.9445
C -1.9562 -2.0346 4.4140
H -0.9960 4.1720 4.0087
H 3.2362 2.5045 2.6130
H 1.3146 1.0888 2.1803
H 1.2279 3.3104 -2.8788
C 3.9488 2.4608 0.5876
C 3.6041 -1.3166 -2.8809
C -1.1638 1.8333 1.5591
C -2.1046 5.9994 2.3304
H 1.9150 4.4251 -4.9893
N -0.7775 -1.0760 -4.1370
H -2.5257 4.5675 0.0593
C 3.0622 2.1437 1.6056
H 0.3025 0.8561 3.8218
C -0.9702 -3.6742 6.0454
H -1.8887 6.2737 3.3623
H -2.9004 -2.1182 4.9399
C -2.1556 2.1157 -0.7794
H -2.8723 1.2925 -0.7020
C 0.6680 1.5853 -6.3047
C -1.2226 3.7495 3.0357
H 2.2604 -2.7314 2.4187
C 2.5830 1.1697 -0.9335
H 0.4858 1.0925 -7.2516
C -1.8846 -1.1965 3.3091
H 4.3727 2.1599 -1.4983
As -0.8982 -0.0375 0.9454
H -1.2866 1.7344 -1.3310
H -3.9424 -4.4786 2.2434
C 1.0708 2.8481 -3.8451
C -3.2452 -4.0740 1.5234
H -1.5155 6.6513 1.6839
H 0.0318 -4.3802 0.5582
C 1.7865 -1.7498 2.3752
S 2.0767 -1.1068 -3.6965
C 0.5021 1.5474 -3.8575
H 1.1865 -3.2134 4.4479
H -3.7066 -1.0871 2.1715
C 4.8057 -0.8631 -3.4105
H -1.5908 -5.2563 2.2295
N 0.5763 0.0204 -0.1688
C 1.2592 2.8266 -6.2706
C -0.8601 -2.7730 4.8490
C 0.4367 -1.8119 3.0251
C -3.1729 -0.5056 2.9290
H -1.0939 1.4011 4.7044
C -2.7217 -2.5760 -0.2835
C -1.7740 2.6442 0.5794
H -0.9915 -0.4262 -6.1140
H 2.4300 -1.0442 2.9079
C -3.6422 -3.1243 0.6219
H -2.5095 -1.5251 -5.2741
H 1.5619 3.3218 -7.1825
H 4.8199 3.0731 0.7775
C 1.9564 1.3487 1.3570
H -2.7217 0.4186 -3.6557
C -2.9209 -0.6040 -3.3281
C -0.4733 -0.2810 -5.1576
H 4.8006 -0.3421 -4.3595
H 6.9279 -0.7120 -3.1383
C 4.7755 -2.1600 -0.9576
C -2.1558 -1.5830 -4.2381
C 0.3145 -2.6451 4.1392
C 1.4517 3.4445 -5.0231
N -2.3507 -0.8885 -2.0075
S 2.0132 -2.4831 -1.0894
H 2.4249 0.8028 -1.9388
W 0.1594 -0.9256 -2.0342
H -1.7456 -4.4285 5.9009
H 4.7545 -2.6499 0.0075
H -3.8127 -0.4336 3.8098
H -3.0630 0.5101 2.5408
C 1.6752 0.8392 0.0815
C -0.9974 -4.0517 0.5886
C -2.0677 3.9742 0.8427
H -3.1558 6.2196 2.1379
C -1.7936 4.5547 2.0723
C 3.6933 1.9545 -0.6805
C -3.1161 -1.6295 -1.2936
C -1.9055 -4.5193 1.4987
C -1.3974 -3.0441 -0.3429
H -1.2309 -3.1127 6.9441
H -4.0049 -0.7825 -3.3492
O 0.1677 0.9835 -2.7115
C 5.9943 -1.0694 -2.7244
H 0.3128 2.4497 4.5613
C 3.5764 -1.9670 -1.6399
H -4.6684 -2.7732 0.6155
C -0.9002 2.4082 2.8131

DFT (ωB97M-V with the def2-TZVPD basis set) results for a structure of composition C46H45Cl5N2O3P2Pd.

* multiplicity: 1
* total charge: -2

Element x y z (Å)
C -3.2493 3.0253 -2.3801
C -0.9590 4.6594 0.6524
H 1.1759 3.3178 -0.6477
Cl 5.4757 1.4623 2.0822
H -0.0072 -5.5448 -1.7963
H 2.5115 4.0681 1.0860
H 2.9743 -5.6821 4.6983
H 1.6046 2.8222 5.7778
H -4.1083 -0.2350 -1.9740
H -3.0304 -0.4523 2.7496
H 0.0584 -2.4930 -4.0152
H -3.7052 -0.5033 1.1134
C -2.9977 -2.4264 1.8461
H 0.0393 5.0565 0.4987
C 2.7359 4.0797 4.4552
H 3.7720 5.1389 2.9008
H -1.9093 6.5466 0.2765
C 1.0558 2.5204 3.7297
H -5.1205 1.9782 -2.4397
C 1.5184 -3.3813 4.4792
C 1.2930 2.8819 2.4072
H 2.1412 1.8561 -0.2705
H -1.9446 -0.5973 1.3550
H -3.3315 -5.0992 -2.8064
N 1.8055 -4.3499 1.1615
H 2.1364 4.9370 -4.8265
H -4.5181 3.2753 1.2012
H -3.6905 3.9960 -2.5718
C 1.9601 -5.7840 4.2869
C -4.3308 -4.6039 -0.9728
H -1.5285 -1.8817 -3.5069
H -1.6500 -0.4358 -1.6386
C 1.1267 2.2544 -0.3955
H 2.7830 0.8747 -6.0284
H 1.2805 -6.0344 5.1068
H -1.2621 3.7989 -2.2642
H 0.7103 -3.9961 -1.3222
H 1.2968 -2.5098 3.8723
C 3.6602 -0.8892 -1.2883
C -0.6362 -2.4194 -3.1689
H 1.0677 4.1543 -2.7578
H 1.9559 -6.5970 3.5644
C -1.3123 1.6640 -1.9529
H -3.9361 -2.6744 2.3595
Cl 3.1874 -1.9086 -2.6612
O -0.9271 -2.3683 -0.1968
C 3.7767 -0.4163 0.9922
C 1.7790 3.1191 4.7513
C 2.2760 3.8197 2.1139
C -1.8499 -2.9401 2.7066
C 4.6936 0.6033 0.7613
C -1.8795 2.9081 -2.2118
H -1.8788 -2.4718 3.6954
P 0.2222 2.1168 1.1592
H -0.1574 -1.8365 -2.3814
C 3.1660 -1.1903 0.0016
C 2.0267 3.8749 -4.6456
Cl 6.0995 2.2847 -0.8785
C -3.0686 -3.1334 0.5077
H 0.7549 -3.4851 5.2535
H 2.4947 -3.2386 4.9584
C 1.7680 1.1433 -4.1624
H 3.3100 4.5344 5.2537
H -4.1913 5.6584 0.6310
C -3.3345 5.0026 0.7330
C 1.6950 -4.4622 2.3130
O -0.3328 0.8129 1.5657
C -1.9706 -3.0618 -0.4255
H -1.3982 -4.3835 -3.5150
C -3.5200 3.6691 1.0567
C -4.0489 1.8886 -2.3021
P 0.4558 1.3134 -1.8001
H 2.9911 3.2982 -6.4724
C 4.5030 0.1702 -1.5793
C 2.5068 2.9519 -5.5668
H -1.9029 -4.0247 2.8344
C -2.4204 2.8249 1.1827
H -2.5388 1.7695 1.4033
C -1.1408 3.3196 0.9731
C -4.1979 -3.8845 0.2153
C 1.2789 2.0624 -3.2410
N 1.5157 -4.5699 3.6420
H -5.2178 -5.1891 -1.1859
H -5.0014 -3.9122 0.9499
C -1.0045 -3.8172 -2.6616
H -0.9007 -2.6973 2.2255
H 1.6859 0.0864 -3.9349
C 0.2457 -4.5420 -2.1514
C -3.4877 0.6493 -2.0433
C 5.0289 0.9445 -0.5426
H 0.9914 -4.6338 -2.9497
O 0.6913 -0.1292 -1.7161
Pd 1.3704 -2.1840 0.0483
C -2.1165 -3.8080 -1.6343
C -2.1116 0.5267 -1.8615
H 0.3268 1.7468 3.9403
C 1.4156 3.4260 -3.4833
Cl 3.3517 -0.6772 2.7037
C -3.2680 -4.5454 -1.8711
C 2.9930 4.4259 3.1374
C 2.3858 1.5941 -5.3237
Cl 4.9360 0.5818 -3.2320
C -2.0541 5.5040 0.5315
C -2.9142 -0.8980 1.7542

DFT (ωB97M-V with the def2-TZVPD basis set) results for a structure of composition C46H45FN7O4RuS in a non-equilibrium geometry.

* energy above the lowest of the compared OMol25 structures with the same formula, charge and spin: 2.0961 eV
* multiplicity: 2
* total charge: +2

Element x y z (Å)
H 3.0719 5.0425 -0.9791
N 1.7769 3.3590 -0.8279
C -5.2058 0.2910 1.1007
H -0.1685 -6.0689 -0.3349
H 0.9122 -5.5613 -4.8130
C 1.9490 3.6261 1.5665
H 1.3451 6.7020 -0.1645
C -0.3596 -5.0131 -0.5672
H 3.0465 -1.0260 -3.3721
C 2.2840 6.3511 4.4924
H 0.5611 -6.3536 -2.6225
C 1.8259 3.1350 2.8525
H 1.0294 -0.0602 2.0792
N 0.5989 -4.5310 -1.5815
H -0.8032 -2.1713 -7.4493
Ru 0.4222 -2.1990 -1.8286
C 1.7307 2.8131 0.4459
C -0.7277 -2.3744 -6.3895
C -2.4805 -1.5065 -0.7053
C 0.2319 -3.5866 -4.5608
H 6.2541 -2.9393 -1.2673
N 3.3950 5.6746 5.2535
C -9.6369 1.8836 1.3048
C 4.3076 -3.8244 -1.1334
H 1.6653 6.2482 -2.6408
C 0.9858 -4.7814 -4.0533
N 2.5577 -2.7072 -2.2980
N 0.5489 -3.1707 0.6174
H 0.1037 5.3576 -0.1129
O 1.3222 -0.7025 -0.4055
C 1.0370 0.5492 -3.1134
H 2.0604 5.1000 6.7477
H 5.4643 -1.1129 -2.7885
C -6.1118 -1.7144 0.1261
C 2.0002 -4.8020 -1.1706
C 1.3589 0.5428 -0.5558
H -5.3320 1.1868 1.6881
N -0.4469 -2.8504 -3.6656
C 3.4435 -1.8022 -2.7300
O -7.3114 2.2952 0.9088
H 2.3318 -5.7283 -1.6530
H -10.1858 1.4795 0.4538
S -7.9289 -0.2385 1.4633
H 3.6289 4.2879 6.8333
C -0.8523 -3.7600 2.9501
H -10.0630 1.4449 2.2082
C -1.5250 -1.7069 -5.4772
C -0.2819 -4.2021 0.6857
O 0.5830 -0.6566 -3.0595
O 1.1883 1.1546 -4.1586
H -1.4136 -3.9750 3.8495
F 1.2434 1.2772 4.2158
H 1.5029 -1.7152 1.6606
H 2.0513 -4.9789 -0.0982
H 0.3933 4.9484 -2.5371
H -1.6780 -5.3866 1.8051
C -6.2926 -0.5422 0.8569
C -4.8644 -2.0430 -0.3728
C -1.0095 -4.5358 1.8197
H 4.6161 -4.6474 -0.5019
C 1.3295 0.9589 1.9091
C 2.8395 4.6161 6.1619
C -1.3389 -1.9552 -4.1355
C -8.1832 1.5146 1.1723
C 5.2162 -2.8763 -1.5667
C 1.5722 2.5578 -1.8851
C 2.3004 3.4678 5.2887
H 0.2659 -2.1185 3.7944
C 0.7433 -2.4733 1.7406
C 1.1751 5.5005 -2.0352
C 0.9965 5.7624 -0.5711
H 3.0352 2.6680 5.2247
H 0.7181 -3.9540 -6.6009
C 0.0704 -2.7217 2.9181
H 1.5933 3.0212 -2.8624
C 0.1404 -3.3436 -5.9199
H 2.0505 -4.5851 -3.9216
H -1.9010 -1.4277 -3.3805
H -9.7299 2.9655 1.3322
C 1.4760 1.7821 2.9857
H 2.7487 6.9014 3.6769
C 0.3005 -5.3060 -2.8058
H -2.2519 -0.9695 -5.7835
C 4.7825 -1.8559 -2.4012
H 0.4654 5.1766 4.6945
H 3.9522 6.3565 5.7673
C 2.9844 -3.7185 -1.5362
H 0.9254 5.5178 3.0354
N 2.0484 3.9949 3.9524
H -4.7351 -2.9530 -0.9441
H -3.1232 0.6238 0.7583
C -3.7726 -1.1973 -0.1655
H -6.9552 -2.3671 -0.0593
C 2.0247 4.7724 -1.0409
C 1.3201 5.2549 4.0123
H 2.2215 4.6601 1.4169
C -1.3851 -1.7806 -1.1507
H 4.0035 5.2157 4.5725
H 1.8091 7.0536 5.1744
C 1.4793 1.4394 0.6047
H -1.3603 -4.9436 -0.9951
C -3.9653 -0.0330 0.5806
H 1.4064 3.0680 5.7738
H -0.7750 -5.2630 -2.9704
C 1.3317 1.2181 -1.8119

Number 1: DFT total energy -3462.43795 a.u.. Number 2: DFT total energy -5193.98748 a.u.. Number 3: DFT total energy -5226.71245 a.u.. Number 4: DFT total energy -3056.58493 a.u..